#i
Here is C9H13NO2 in the gas phase from OMol25. Energies are from ωB97M-V/def2-TZVPD.

Computed properties:
Total charge = 0
Gap between HOMO and LUMO = 8.677 eV

Bonds (Å) are listed after each position.
Positions of all 25 atoms, in Å:
1 C -4.128 -0.397 0.527  O2 1.542, H13 1.067, H14 1.085, H15 1.178
2 O -3.196 0.691 -0.041  C1 1.542, C3 1.305
3 C -1.910 0.471 -0.049  O2 1.305, C4 1.377, C11 1.400
4 C -1.200 1.642 0.094  C3 1.377, C5 1.390, H16 1.090
5 C 0.185 1.756 0.076  C4 1.390, C6 1.395, H17 1.114
6 C 0.906 0.652 -0.379  C5 1.395, C7 1.552, C10 1.407
7 C 2.435 0.772 -0.613  C6 1.552, C8 1.591, H18 1.162, H19 1.034
8 C 3.225 -0.557 -0.237  C7 1.591, N9 1.503, H20 1.093, H21 1.088
9 N 3.184 -0.895 1.228  C8 1.503, H22 1.023, H23 1.050
10 C 0.254 -0.583 -0.560  C6 1.407, C11 1.407, H24 1.111
11 C -1.137 -0.654 -0.365  C3 1.400, C10 1.407, O12 1.437
12 O -1.956 -1.834 -0.388  C11 1.437, H25 0.974
13 H -3.525 -1.091 1.068  C1 1.067
14 H -4.804 0.134 1.190  C1 1.085
15 H -4.621 -1.052 -0.319  C1 1.178
16 H -1.665 2.573 0.419  C4 1.090
17 H 0.695 2.746 0.116  C5 1.114
18 H 2.376 0.717 -1.772  C7 1.162
19 H 2.531 1.776 -0.386  C7 1.034
20 H 2.651 -1.373 -0.685  C8 1.093
21 H 4.223 -0.440 -0.651  C8 1.088
22 H 3.993 -0.487 1.703  N9 1.023
23 H 2.398 -0.441 1.755  N9 1.050
24 H 0.517 -1.611 -0.889  C10 1.111
25 H -1.433 -2.517 -0.844  O12 0.974

Mulliken population analysis, charges in e, atoms 1 to 2: -0.6931, -0.4687

#ii
Here is 2 unconnected molecules or ions with the total composition C9H13NO2 from OMol25. Energies are from ωB97M-V/def2-TZVPD.

Computed properties:
Total charge = 0
Gap between HOMO and LUMO = 9.239 eV

Bonds (Å) are listed after each position.
Positions of all 25 atoms, in Å:
1 C -1.806 1.311 3.891  C2 1.507, H9 1.096, H10 1.081, H11 1.127
2 C -0.914 0.868 2.760  C1 1.507, C3 1.394, C8 1.393
3 C 0.150 -0.013 2.946  C2 1.394, C4 1.401, H12 1.087
4 C 0.848 -0.527 1.845  C3 1.401, C5 1.400, H13 1.080
5 C 0.552 -0.074 0.555  C4 1.400, O6 1.350, C7 1.386
6 O 0.922 -0.808 -0.517  C5 1.350, H14 0.955
7 C -0.372 0.949 0.411  C5 1.386, C8 1.376, H15 1.089
8 C -1.136 1.366 1.478  C2 1.393, C7 1.376, H16 1.083
9 H -2.513 0.498 4.095  C1 1.096
10 H -2.274 2.285 3.891  C1 1.081
11 H -1.221 1.270 4.853  C1 1.127
12 H 0.313 -0.366 3.961  C3 1.087
13 H 1.680 -1.209 1.943  C4 1.080
14 H 1.484 -1.553 -0.314  O6 0.955
15 H -0.453 1.423 -0.566  C7 1.089
16 H -1.872 2.136 1.286  C8 1.083
17 C 1.854 -0.756 -3.659  C18 1.540, H21 1.078, H22 1.094, H23 1.083
18 C 0.413 -1.087 -4.095  C17 1.540, N19 1.337, O20 1.218
19 N -0.539 -0.584 -3.302  C18 1.337, H24 1.010, H25 1.007
20 O 0.193 -1.828 -5.036  C18 1.218
21 H 1.992 -0.820 -2.592  C17 1.078
22 H 2.064 0.245 -4.049  C17 1.094
23 H 2.461 -1.547 -4.081  C17 1.083
24 H -1.476 -0.958 -3.325  N19 1.010
25 H -0.352 -0.224 -2.380  N19 1.007

Mulliken population analysis, charges in e, atoms 1 to 2: -1.3720, 0.6121

#iii
Here is C9H13NO2 in the gas phase from OMol25. Energies are from ωB97M-V/def2-TZVPD.

Computed properties:
Total charge = 0
Gap between HOMO and LUMO = 9.317 eV

Bonds (Å) are listed after each position.
Positions of all 25 atoms, in Å:
1 C 0.674 0.747 -0.147  C8 1.511, N10 1.378
2 C -0.892 0.571 -1.942  C3 1.554, N10 1.387, O12 1.213
3 C -1.315 -0.519 -0.919  C2 1.554, C8 1.538, H13 1.174, H14 1.126
4 C -0.442 -0.719 2.578  C5 1.580, C6 1.545, H15 1.102, H16 1.108
5 C 0.811 -1.500 2.014  C4 1.580, C7 1.531, H17 1.094, H18 1.126
6 C -0.900 0.316 1.527  C4 1.545, C8 1.586, H19 1.066, H20 1.129
7 C 0.276 -1.688 0.592  C5 1.531, C8 1.500, H21 1.058, H22 1.095
8 C -0.297 -0.351 0.221  C1 1.511, C3 1.538, C6 1.586, C7 1.500
9 C 1.025 2.114 -2.213  N10 1.490, O11 1.330, H23 1.087, H24 1.088
10 N 0.236 1.157 -1.387  C1 1.378, C2 1.387, C9 1.490
11 O 2.209 1.692 -2.646  C9 1.330, H25 1.003
12 O -1.319 0.803 -3.054  C2 1.213
13 H -2.437 -0.457 -0.580  C3 1.174
14 H -1.160 -1.538 -1.371  C3 1.126
15 H -1.338 -1.354 2.666  C4 1.102
16 H -0.233 -0.103 3.475  C4 1.108
17 H 1.583 -0.726 1.984  C5 1.094
18 H 1.019 -2.502 2.486  C5 1.126
19 H -1.958 0.261 1.404  C6 1.066
20 H -0.338 1.288 1.653  C6 1.129
21 H 1.048 -1.803 -0.121  C7 1.058
22 H -0.564 -2.381 0.474  C7 1.095
23 H 0.990 3.012 -1.601  C9 1.087
24 H 0.335 2.171 -3.052  C9 1.088
25 H 2.987 1.510 -2.040  O11 1.003

Mulliken population analysis, charges in e, atoms 1 to 2: -1.4647, 0.5656

Relative energies, in eV, with the most stable structure set to zero: #i 2.779; #ii 0.000; #iii 3.098.

#i
Here is 2 unconnected molecules or ions with the total composition C9H13NO2 from OMol25. Energies are from ωB97M-V/def2-TZVPD.

Computed properties:
Total charge = 0
Gap between HOMO and LUMO = 9.492 eV

Bonds (Å) are listed after each position.
Positions of all 25 atoms, in Å:
1 C -0.843 2.370 0.568  C2 1.481, H9 1.092, H10 1.091, H11 1.084
2 C -0.954 0.943 0.949  C1 1.481, C3 1.393, C8 1.412
3 C -2.103 0.156 0.920  C2 1.393, C4 1.391, H12 1.088
4 C -2.139 -1.183 1.293  C3 1.391, C5 1.391, H13 1.075
5 C -1.007 -1.687 1.926  C4 1.391, O6 1.378, C7 1.380
6 O -0.968 -3.028 2.242  C5 1.378, H14 0.960
7 C 0.084 -0.890 2.207  C5 1.380, C8 1.384, H15 1.081
8 C 0.124 0.386 1.670  C2 1.412, C7 1.384, H16 1.084
9 H 0.077 2.890 0.846  C1 1.092
10 H -1.623 2.996 1.004  C1 1.091
11 H -0.840 2.531 -0.505  C1 1.084
12 H -2.941 0.591 0.380  C3 1.088
13 H -3.082 -1.627 1.031  C4 1.075
14 H -1.870 -3.334 2.363  O6 0.960
15 H 0.911 -1.329 2.746  C7 1.081
16 H 1.011 1.009 1.643  C8 1.084
17 C 2.303 -0.464 -1.961  C18 1.523, H21 1.100, H22 1.079, H23 1.084
18 C 1.777 0.684 -2.813  C17 1.523, N19 1.370, O20 1.211
19 N 1.133 1.658 -2.097  C18 1.370, H24 0.985, H25 0.979
20 O 1.999 0.759 -4.001  C18 1.211
21 H 2.278 -0.135 -0.911  C17 1.100
22 H 3.372 -0.508 -2.099  C17 1.079
23 H 1.638 -1.320 -1.987  C17 1.084
24 H 0.665 2.417 -2.514  N19 0.985
25 H 0.966 1.422 -1.162  N19 0.979

Mulliken population analysis, charges in e, atoms 1 to 2: -1.6815, 0.5820

#ii
Here is 2 unconnected molecules or ions with the total composition C9H13NO2 from OMol25. Energies are from ωB97M-V/def2-TZVPD.

Computed properties:
Total charge = 0
Gap between HOMO and LUMO = 8.589 eV

Bonds (Å) are listed after each position.
Positions of all 25 atoms, in Å:
1 C -0.784 3.170 -1.847  C2 1.472, H9 1.129, H10 1.111, H11 1.173
2 C -0.402 1.751 -1.783  C1 1.472, C3 1.398, C8 1.364
3 C -0.147 1.113 -3.000  C2 1.398, C4 1.366, H12 1.126
4 C 0.224 -0.199 -3.087  C3 1.366, C5 1.400, H13 1.097
5 C 0.454 -0.845 -1.867  C4 1.400, O6 1.316, C7 1.425
6 O 1.170 -1.948 -1.910  C5 1.316, H14 1.027
7 C -0.044 -0.222 -0.687  C5 1.425, C8 1.425, H15 1.130
8 C -0.432 1.143 -0.562  C2 1.364, C7 1.425, H16 1.133
9 H -1.787 3.212 -1.330  C1 1.129
10 H -0.781 3.588 -2.876  C1 1.111
11 H 0.025 3.939 -1.486  C1 1.173
12 H -0.566 1.653 -3.895  C3 1.126
13 H 0.598 -0.611 -4.033  C4 1.097
14 H 0.936 -2.416 -1.027  O6 1.027
15 H 0.238 -0.712 0.292  C7 1.130
16 H -0.712 1.528 0.466  C8 1.133
17 C 0.408 -0.636 3.744  C18 1.511, H21 1.223, H22 1.009, H23 1.162
18 C -0.338 -1.830 3.194  C17 1.511, N19 1.369, O20 1.266
19 N 0.315 -2.774 2.447  C18 1.369, H24 1.019, H25 0.956
20 O -1.574 -2.089 3.272  C18 1.266
21 H 1.266 -0.623 4.615  C17 1.223
22 H -0.132 0.138 4.099  C17 1.009
23 H 0.951 0.081 3.007  C17 1.162
24 H -0.138 -3.467 1.854  N19 1.019
25 H 1.254 -2.945 2.400  N19 0.956

Mulliken population analysis, charges in e, atoms 1 to 2: -1.3441, 1.0931

Relative energies, in eV, with the most stable structure set to zero: #i 0.000; #ii 2.283.